# 1
DFT (ωB97M-V with the def2-TZVPD basis set) results for a cluster of 4 separate species, C39H56FN8O2P in total.

Values from the calculation:
Multiplicity: 1
LUMO energy, eV: -1.1
E, eV: -69345.016
Kohn-Sham gap, eV: 5.14
Total charge: 0
ΔE to the lowest compared entry with this formula, charge and spin, kJ/mol: 914.20

```
107
Properties=species:S:1:pos:R:3:forces:R:3
H -1.83828 4.03908 -5.30063 0.112 0.134 -0.103
H -0.32578 3.39097 -5.92476 -0.048 0.251 0.045
F 3.64200 -1.20543 0.00562 -1.987 1.025 2.306
C -6.66249 -4.24686 -0.89044 0.911 -0.203 -0.332
C 7.22713 8.06555 -1.18351 0.001 -0.117 -0.080
H 4.88479 5.74688 1.33689 -0.381 -0.169 0.182
H 3.72185 5.12049 3.36255 -0.153 -0.173 -0.038
H -7.45601 -4.82077 -0.24722 1.577 1.212 -1.109
C -2.28606 -4.15811 -0.29879 0.111 2.977 0.648
H 1.85407 0.99416 4.67691 -1.967 -0.347 1.600
H -6.30911 -3.22858 -0.38959 -1.028 -2.206 -1.068
H 6.86036 10.12620 -1.63087 -0.166 -0.035 0.183
H -3.42564 -6.39706 2.93007 1.661 1.356 -0.890
H -2.95288 3.42825 1.60647 1.040 -1.045 -2.434
H -5.59848 -6.25511 -1.48963 0.786 2.431 0.438
H 0.96862 -0.83086 3.02452 -1.522 -1.161 -1.235
C -1.15576 0.83801 1.53505 -3.574 -4.082 -1.740
H -0.17076 4.29762 1.98108 -1.388 -1.571 2.048
H 0.14434 5.70020 -0.70468 -2.273 -2.643 -0.429
H -0.99452 0.02777 4.27009 0.943 2.293 0.235
H -3.70802 3.65036 -8.55012 0.029 0.092 0.126
H 3.28560 3.59554 -0.14899 0.106 -0.009 -0.013
H 0.86795 1.31519 6.35471 0.333 -1.079 -2.060
H -1.25594 3.41416 -8.25268 0.007 0.001 0.187
C 6.37111 9.32032 -1.06980 0.141 -0.192 -0.404
H 1.48026 -11.67556 1.49202 -0.066 0.045 0.039
H -7.11426 -4.03769 -1.95811 0.951 -0.345 2.207
H -1.24822 1.74310 5.02715 1.614 -1.246 -0.832
C -0.83440 -0.80448 1.45272 -1.820 1.467 -1.065
N -0.30961 6.46456 -6.66104 -0.472 -1.347 0.215
H -1.31953 -11.64638 -1.02402 0.147 0.218 -0.058
O -4.32680 -4.50561 -1.95496 0.986 1.661 3.030
C -0.46748 -11.23936 -0.46683 -0.287 -0.213 -0.023
H 0.16668 4.07749 3.81725 -1.819 -1.166 -1.740
N -3.92095 -2.08595 -1.28383 5.405 -4.049 3.940
H 5.40177 9.14043 -1.54940 0.097 0.120 0.136
H -0.03696 -2.49854 2.84148 0.820 2.290 -1.037
H -3.00973 5.18729 -8.02627 -0.018 -0.090 0.071
N -0.54718 -6.86168 1.73444 -4.670 3.236 -2.436
C -2.75161 2.95289 0.53132 -0.331 0.391 -1.443
C 3.74530 4.38799 2.54707 0.124 0.176 0.159
C -2.64968 -5.59664 2.56219 0.554 0.221 -0.108
H -2.85974 -6.44343 -0.67850 1.770 1.464 0.700
C 5.39373 8.81981 1.16610 -0.521 -0.710 0.795
C 1.54132 -2.08616 1.21302 0.660 0.982 0.267
C 0.89439 0.74132 5.33300 -0.128 -0.057 -0.353
H -0.96378 -5.98337 -0.87179 -2.387 0.281 1.272
H 5.02008 3.50753 0.21881 -0.086 0.029 -0.048
H 3.09431 -0.66713 2.11150 -0.363 -0.300 -2.506
C -3.20270 4.15416 -7.72004 -0.073 0.071 -0.113
C -2.37267 1.36388 0.58004 -1.049 -2.722 -1.548
H 3.15229 5.80641 1.01946 0.174 -0.029 0.192
N 4.78565 8.05756 1.79449 0.776 1.127 -0.769
C 6.16951 9.78312 0.37277 -0.118 0.302 -0.173
H 0.72005 -10.11513 1.86424 -0.011 -0.115 -0.012
H 4.39978 4.77003 -0.85847 -0.026 -0.115 0.105
H -0.78574 -12.67274 1.09959 -0.057 0.174 -0.163
C -3.95426 1.20198 -2.56253 1.021 -0.077 -6.413
C -3.27412 0.35645 -0.37103 3.524 -0.542 2.515
H 7.14089 9.96190 0.84746 -0.179 -0.147 0.066
C -3.51689 -3.52727 -1.15436 -0.096 1.365 -0.097
C 2.62403 -0.83467 1.03784 -1.298 -0.798 0.358
H 0.00946 -7.11683 0.88064 -0.845 0.312 0.761
N -3.66845 1.36186 -3.82169 -2.477 -1.225 11.190
H -1.53428 -11.10880 1.41521 0.089 -0.066 -0.167
H -3.24987 -4.63004 2.28128 1.245 -1.892 0.321
C 0.56672 -11.19902 1.86114 0.036 0.101 0.116
H 1.07935 -2.34304 0.16797 0.893 0.373 2.193
C -0.69121 5.38987 -6.44868 0.369 1.148 -0.048
O -4.40921 0.88356 -1.20005 3.597 0.347 -2.959
H 8.20971 8.21741 -0.72595 -0.085 -0.043 -0.038
C 2.48141 3.63849 2.54485 0.139 -0.638 -0.049
P -0.06204 1.83146 2.71671 -2.127 -3.015 -0.044
N -1.39826 -3.29224 0.53745 -4.923 1.094 -3.649
C -1.91108 3.42484 -7.37367 -0.308 -0.171 -0.300
H -3.88648 4.16967 -6.86558 0.063 -0.002 -0.085
H 4.58129 3.71039 2.75407 -0.190 -0.065 -0.039
H 0.43160 -11.72242 -0.86581 -0.059 0.236 0.007
H 2.10795 -3.00881 1.69475 -1.234 1.888 -1.188
C -0.39999 -9.78919 -0.69401 0.176 1.180 -0.342
C -2.98751 -1.29119 -0.41156 -0.030 1.704 0.196
N 1.48621 3.04246 2.54215 6.404 3.061 -0.318
H 2.02451 0.15277 0.73708 1.596 -2.169 0.298
H -2.15359 2.37997 -7.14338 0.164 0.183 0.070
C 3.98607 5.12666 1.23092 0.199 0.025 -0.582
C -0.63555 -11.58958 1.01132 0.054 -0.102 0.470
C -0.46809 1.06964 4.46860 -0.920 -1.063 0.500
C -0.51249 3.65714 2.92836 -1.936 2.126 0.844
C 4.18328 4.19125 0.04505 -0.104 -0.082 -0.066
H 0.93723 -0.41109 5.54683 -0.092 2.264 -0.303
C 0.39189 -1.53338 2.29560 -0.174 -0.771 -1.488
C -1.74835 -1.83024 0.49591 -0.241 0.452 0.008
H 6.74901 7.20896 -0.69770 0.068 0.087 -0.012
H 0.41346 -11.51596 2.89760 0.067 0.067 -0.146
C -1.63613 3.84525 -0.34103 6.729 7.030 -0.799
H 7.37913 7.80820 -2.23654 0.008 0.002 0.176
H -4.79751 -5.37866 -0.01471 -1.194 0.493 -2.099
C -5.31623 -5.18320 -1.06853 -0.717 -0.205 1.157
C -1.97286 -5.79740 -0.27230 0.591 1.476 1.361
C -1.67055 -6.13594 1.33739 3.202 -2.184 1.259
H -3.77597 3.13407 -0.05608 2.321 -0.738 1.226
H -1.61842 3.88657 3.26167 1.888 -0.444 -0.861
H -1.93138 -5.31855 3.46249 -1.540 -0.720 -1.951
C -0.65329 4.81159 -0.71624 -6.802 -6.297 3.806
C -1.17965 4.03102 -6.17642 0.153 -0.302 -0.003
H 5.63992 10.74311 0.36363 -0.004 -0.195 0.187
N -0.34159 -8.64466 -0.87374 -0.070 -1.549 0.197
```
Positions in Å, forces in eV/Å.

Löwdin population analysis, charges in e, atoms 1 to 2: 0.12, 0.12

# 2
DFT (ωB97M-V with the def2-TZVPD basis set) results for a structure of composition C39H56MnN2S2Si4.

Values from the calculation:
Multiplicity: 5
LUMO energy (alpha / beta), eV: 1.8 / 2.6
E, eV: -128838.514
Kohn-Sham gap (alpha / beta), eV: 6.00 / 7.26
Total charge: -1
ΔE to the lowest compared entry with this formula, charge and spin, kJ/mol: 56.37

```
104
Properties=species:S:1:pos:R:3:forces:R:3
C -0.61409 4.45800 0.69810 0.087 -0.377 0.012
H -3.28320 -3.11945 -1.19013 0.007 0.022 -0.039
H 2.96870 1.52801 3.06993 0.084 0.005 -0.005
H 6.57241 -0.80954 2.82991 -0.015 -0.029 0.006
C -2.62290 -3.97496 -1.16079 0.044 0.048 0.080
C 3.20683 0.10745 -2.14105 0.294 0.196 0.204
H -4.72491 -1.38431 1.32484 0.051 0.004 0.201
C -0.38930 1.42711 5.14093 -0.162 0.013 -0.373
C -1.63945 -1.09132 -2.05248 -0.268 0.109 -0.101
H 0.99297 -2.17007 -3.11453 0.020 0.029 -0.015
H -0.31179 -7.05813 -1.03224 0.033 0.020 -0.009
Si -2.58001 -0.42807 2.24848 -0.310 -0.379 -0.029
C -2.23488 -6.30859 -1.61047 0.008 -0.027 0.038
H 3.80913 0.10875 -3.06000 -0.110 -0.023 -0.024
H -0.39338 4.19040 -0.33636 0.014 0.060 -0.018
H 0.18601 1.33707 6.06493 0.145 -0.077 -0.038
C -2.18314 -2.10463 3.06119 0.244 0.264 -0.102
Si -0.59737 0.77128 1.47037 -1.325 1.002 2.591
H -0.08356 -2.63924 0.61957 0.064 0.031 -0.048
C 1.18376 -0.96324 4.22156 -0.238 0.043 -0.246
S -0.05630 2.07919 -1.93672 -0.024 -0.060 0.346
H 5.10065 2.50254 0.58553 -0.038 0.001 -0.003
Si -1.60784 3.06408 1.53638 -0.102 0.138 -0.409
C 0.00625 2.05722 -4.62507 0.076 -0.137 -0.080
C -1.32307 -3.82807 -0.67149 -0.081 -0.158 -0.110
H 1.58106 3.15363 -0.24766 0.071 0.002 -0.029
H -3.13204 0.47007 4.53758 -0.043 0.026 0.003
C -2.50391 0.00690 -2.11291 0.089 -0.114 0.105
C 1.90708 -1.83249 -2.63718 -0.049 -0.248 0.041
H -4.23458 0.03329 0.39670 -0.028 0.003 -0.018
C -3.61084 0.50579 3.55856 0.350 0.139 -0.128
C -3.22751 0.29435 -3.25689 -0.109 0.043 -0.024
H -0.93211 -2.78631 -3.16636 0.029 -0.013 -0.015
C 0.38146 1.63254 -5.88256 -0.013 0.022 -0.011
C -1.54941 -1.89863 -3.19345 0.094 0.047 0.145
H -0.65093 2.47693 5.00992 0.020 -0.018 0.064
Mn 0.59370 0.14869 -0.46210 1.358 -0.490 -1.036
H 2.13985 2.76902 1.38263 0.064 -0.029 0.002
H 4.22332 1.91687 -1.58505 -0.012 -0.051 0.102
C 0.45619 1.41166 -3.46246 -0.001 0.107 -0.002
H -3.08051 2.79768 -0.46778 0.020 -0.018 -0.042
H 2.08652 -0.92069 4.83548 0.001 0.128 0.036
H -1.31551 0.86693 5.27075 0.027 0.007 0.039
H -3.73880 4.03375 0.60636 0.084 0.072 0.056
C 3.61181 -0.49292 1.16602 -0.026 -0.056 0.074
H -3.09268 -2.62062 3.37709 -0.112 0.093 -0.037
C 3.21030 1.49365 -1.52444 0.003 -0.128 -0.319
H -2.57537 -7.25661 -2.00759 -0.030 -0.019 0.049
C -3.06945 -5.19984 -1.62659 -0.065 -0.036 -0.043
C 5.95795 0.93179 1.73494 0.090 0.043 0.005
H -2.86756 4.55218 3.11077 0.001 0.028 -0.168
C -3.86382 -0.85818 0.90647 0.341 0.229 -0.113
N 1.84119 -0.37777 -2.42859 -0.134 0.104 -0.021
H 1.40053 -1.58908 3.35684 0.036 -0.040 -0.002
C -0.73559 -2.54095 -0.24665 0.103 0.419 0.084
N 2.74515 1.43379 -0.12717 0.040 0.162 -0.028
H -2.17056 -2.24923 -5.20965 0.032 0.003 0.001
H 0.33357 4.64945 1.20556 0.013 0.011 0.036
H 2.67447 1.70032 4.79535 -0.123 -0.090 0.075
C -2.26256 -1.60545 -4.34284 -0.051 -0.023 -0.107
S 2.22083 -1.47138 0.82571 -0.464 0.095 -0.334
H 2.76077 -2.12271 -3.26182 -0.014 0.071 -0.009
H -3.96424 2.32724 0.98542 -0.015 -0.030 0.011
H 1.53879 0.19368 -6.99129 -0.001 -0.007 0.000
H -3.65481 -0.27167 -5.28825 -0.003 0.023 0.000
C -2.05769 3.82951 3.23263 0.163 -0.463 0.025
C 4.63789 -1.05543 1.94447 0.072 0.177 -0.035
C 3.77507 0.81743 0.69065 0.074 -0.304 0.132
C -0.51316 -4.96592 -0.60817 -0.012 0.073 0.016
C 1.22926 0.54061 -6.01353 0.057 0.017 -0.050
H -1.65243 -2.76050 2.36978 0.019 -0.018 -0.014
C -3.10224 -0.50177 -4.38588 0.015 -0.042 0.034
C 1.31766 0.31206 -3.60087 -0.242 0.202 -0.147
H -2.59441 0.63877 -1.23906 0.025 0.032 -0.053
H 2.00662 -2.32375 -1.67014 0.065 0.069 0.004
H -4.60591 0.06827 3.65944 0.003 -0.132 -0.099
H -1.18223 5.39145 0.68491 -0.127 -0.036 0.106
H -0.64773 2.91005 -4.49929 -0.027 -0.006 -0.022
H 4.49118 -2.06372 2.30845 0.021 -0.006 0.030
H 2.55050 2.15543 -2.08648 -0.039 -0.011 0.085
H 3.26129 3.48872 0.19594 0.015 -0.020 0.054
C 4.95547 1.49943 0.96876 0.008 0.129 0.026
H 0.02478 2.15620 -6.76139 -0.041 -0.018 -0.001
H -3.41483 -1.50242 0.15064 -0.010 0.043 0.005
H 2.02640 2.89755 3.67497 -0.005 0.029 -0.025
C 2.22661 1.83124 3.80743 -0.276 -0.030 -0.365
Si 0.63958 0.77675 3.67221 0.224 -0.196 0.012
C 2.42527 2.79147 0.33356 -0.114 0.080 -0.037
H 0.49058 -4.86795 -0.20998 0.006 0.004 0.024
H -2.38971 3.08308 3.95374 -0.029 0.078 0.021
H 0.40011 -1.45242 4.80408 -0.005 0.025 0.037
H -4.07688 -5.28845 -2.01475 -0.003 0.012 -0.008
C 1.69563 -0.09468 -4.87653 0.081 -0.138 -0.056
H 6.86272 1.48788 1.94461 -0.001 0.025 -0.009
H -3.73547 1.55575 3.29213 -0.087 0.006 0.021
H 2.37513 -0.92950 -4.99700 -0.026 -0.025 0.052
H -1.54979 -1.97371 3.94024 0.004 -0.014 0.009
C -0.95970 -6.19110 -1.07638 -0.010 -0.057 -0.048
C -0.84087 -1.33261 -0.82621 -0.032 -0.379 -0.034
C -3.25693 3.05321 0.57950 0.178 -0.253 0.032
C 5.79384 -0.35750 2.22703 -0.014 0.017 0.043
H -3.88769 1.15340 -3.27019 0.018 0.020 0.011
H 3.67511 -0.58876 -1.44216 -0.086 -0.061 -0.034
H -1.20634 4.35475 3.66957 0.065 -0.014 -0.010
```
Positions in Å, forces in eV/Å.

Löwdin population analysis, charges in e, atoms 1 to 2: -0.25, 0.10